The following is a quantum chemistry calculation of C50H39F6N3O6S2SbTi as an isolated structure, from the Open Molecules 2025 dataset.

```
! RIJCOSX wB97M-V def2-TZVPD def2/J DEFGRID3
* xyz -1 1
Ti 0.78 0.29 -0.03
C 0.68 3.84 2.45
C -0.27 4.70 1.92
C -0.96 4.31 0.78
C -0.73 3.06 0.19
C 0.19 2.17 0.74
C 0.90 2.60 1.85
C -1.49 2.77 -1.07
C -1.67 3.80 -2.04
C -2.37 3.55 -3.17
C -2.95 2.27 -3.36
C -3.71 1.91 -4.50
C -4.25 0.65 -4.61
C -4.04 -0.30 -3.58
C -3.29 0.02 -2.48
C -2.73 1.31 -2.35
N -1.98 1.57 -1.24
H 1.27 4.13 3.32
H -0.46 5.66 2.37
H -1.71 4.97 0.36
H 1.67 1.97 2.28
H -1.19 4.76 -1.89
H -2.49 4.30 -3.94
H -3.86 2.64 -5.28
H -4.83 0.38 -5.48
H -4.48 -1.29 -3.67
H -3.12 -0.68 -1.68
C 8.85 -0.69 0.39
C 7.37 -0.96 0.35
C 6.47 0.03 0.75
C 5.10 -0.20 0.71
C 4.64 -1.43 0.28
C 5.51 -2.43 -0.11
C 6.88 -2.19 -0.07
S 2.91 -1.67 0.01
O 2.70 -3.09 -0.11
O 2.60 -0.86 -1.17
N 2.01 -1.00 1.15
C 2.30 -1.34 2.50
C 3.30 -2.20 2.91
C 3.57 -2.43 4.28
C 2.80 -1.88 5.26
C 1.71 -1.06 4.89
C 0.81 -0.50 5.82
C -0.24 0.26 5.38
C -0.38 0.49 4.00
N 0.45 -0.01 3.12
C 1.47 -0.79 3.52
H 9.07 0.34 0.10
H 9.39 -1.35 -0.29
H 9.25 -0.84 1.39
H 6.83 1.00 1.07
H 4.41 0.59 0.99
H 5.12 -3.38 -0.45
H 7.57 -2.96 -0.38
H 3.91 -2.72 2.19
H 4.40 -3.08 4.54
H 3.00 -2.06 6.31
H 0.96 -0.69 6.87
H -0.95 0.70 6.08
H -1.19 1.10 3.60
C -0.72 1.51 -7.54
O -0.41 1.93 -6.22
C -0.29 0.97 -5.28
C -0.70 -0.36 -5.48
C -0.56 -1.25 -4.44
C -0.05 -0.87 -3.19
C 0.05 -1.83 -2.11
C 0.06 -3.30 -2.37
O 0.11 -1.47 -0.93
C 0.33 0.47 -3.02
O 0.79 0.94 -1.83
C 0.23 1.37 -4.06
H -0.58 2.39 -8.17
H -1.75 1.17 -7.62
H -0.05 0.72 -7.87
H -1.14 -0.68 -6.41
H -0.89 -2.27 -4.58
H -0.95 -3.70 -2.27
H 0.69 -3.76 -1.60
H 0.45 -3.54 -3.36
H 0.55 2.40 -3.93
C -7.77 -3.06 6.11
C -7.15 -2.08 5.14
O -6.58 -1.08 5.47
S -7.33 -2.61 3.41
C -5.84 -1.98 2.69
C -5.61 -0.62 2.54
C -4.39 -0.17 2.06
C -3.38 -1.07 1.71
C -3.64 -2.44 1.82
C -4.85 -2.89 2.31
C -2.11 -0.60 1.24
C -1.04 -0.20 0.83
H -7.98 -2.56 7.06
H -7.05 -3.86 6.28
H -8.67 -3.51 5.70
H -6.38 0.09 2.82
H -4.20 0.89 1.96
H -2.86 -3.14 1.53
H -5.04 -3.95 2.42
F 2.56 1.37 0.02
Sb 2.86 2.15 -1.89
F 3.41 3.27 -3.32
F 4.61 1.49 -1.55
F 3.49 3.53 -0.73
F 2.93 0.84 -3.23
F 1.35 3.27 -1.91
*
```

Calculated values
M, g mol⁻¹: 1125.6
Frontier orbital gap, eV: 7.597
Energy relative to the best compared isomer or geometry (same formula, charge and spin), kJ/mol: 207.5
DFT total energy, eV: -136873.100
HOMO, eV: -5.56

=====

The following is a quantum chemistry calculation of C50H39NOP2SeTeV as an isolated structure, from the Open Molecules 2025 dataset.

```
! RIJCOSX wB97M-V def2-TZVPD def2/J DEFGRID3
* xyz 0 4
V -0.05 -0.86 0.23
O 1.48 -0.51 -1.02
C 1.31 0.43 -0.19
C 2.18 1.63 -0.17
C 3.56 1.45 -0.28
C 4.41 2.54 -0.17
C 3.87 3.81 0.00
C 2.49 3.98 0.07
C 1.62 2.90 -0.01
P -0.23 3.02 -0.08
C -0.44 2.96 -1.91
C 0.36 3.68 -2.80
C 0.20 3.55 -4.17
C -0.78 2.69 -4.67
C -1.59 1.98 -3.80
C -1.42 2.12 -2.42
C -0.56 4.78 0.33
C -1.36 5.58 -0.50
C -1.71 6.87 -0.11
C -1.28 7.38 1.10
C -0.50 6.59 1.94
C -0.16 5.30 1.56
H 3.95 0.45 -0.41
H 5.48 2.40 -0.23
H 4.52 4.67 0.07
H 2.10 4.99 0.17
H 1.13 4.34 -2.41
H 0.83 4.11 -4.84
H -0.91 2.59 -5.74
H -2.36 1.32 -4.19
H -2.08 1.59 -1.75
H -1.72 5.19 -1.44
H -2.33 7.47 -0.77
H -1.56 8.38 1.40
H -0.17 6.97 2.90
H 0.43 4.69 2.24
Se -2.45 -1.56 0.31
C -3.34 0.06 0.31
N -3.89 1.08 0.31
C 3.82 0.97 4.63
C 3.83 0.29 3.42
C 2.62 -0.08 2.83
C 1.40 0.21 3.42
C 1.41 0.89 4.65
C 2.60 1.26 5.24
P -0.12 -0.40 2.59
C -0.49 -1.88 3.64
C -0.57 -3.14 3.06
C -0.85 -4.27 3.82
C -1.06 -4.15 5.19
C -0.98 -2.90 5.78
C -0.70 -1.77 5.02
C -1.41 0.79 3.14
C -1.15 2.16 3.16
C -2.15 3.07 3.48
C -3.43 2.62 3.78
C -3.70 1.26 3.75
C -2.70 0.35 3.43
H 4.75 1.26 5.10
H 4.76 0.06 2.93
H 2.64 -0.61 1.88
H 0.47 1.15 5.13
H 2.59 1.79 6.19
H -0.44 -3.24 1.99
H -0.92 -5.24 3.34
H -1.29 -5.02 5.78
H -1.15 -2.79 6.85
H -0.67 -0.80 5.50
H -0.16 2.53 2.92
H -1.93 4.13 3.48
H -4.21 3.33 4.01
H -4.70 0.90 3.96
H -2.93 -0.70 3.40
Te 0.68 -3.33 -1.02
C 0.38 -5.34 -0.42
C 0.72 -5.77 0.86
C 0.55 -7.11 1.20
C 0.02 -8.01 0.28
C -0.33 -7.57 -0.99
C -0.14 -6.23 -1.34
C 2.70 -3.31 -0.39
C 3.02 -3.08 0.94
C 4.36 -3.04 1.33
C 5.36 -3.21 0.39
C 5.04 -3.43 -0.95
C 3.71 -3.48 -1.34
H 1.15 -5.09 1.58
H 0.83 -7.45 2.20
H -0.12 -9.05 0.55
H -0.73 -8.26 -1.71
H -0.40 -5.90 -2.34
H 2.25 -2.93 1.68
H 4.60 -2.87 2.37
H 6.40 -3.16 0.69
H 5.82 -3.56 -1.68
H 3.46 -3.65 -2.38
*
```

Calculated values
M, g mol⁻¹: 989.3
⟨S²⟩: 3.78
Frontier orbital gap (alpha / beta), eV: 7.124 / 7.938
DFT total energy, eV: -172924.603
HOMO (alpha / beta), eV: -6.93 / -7.97

=====

The following is a quantum chemistry calculation of C50H40N9O8P2SSn as an isolated structure, from the Open Molecules 2025 dataset.

```
! RIJCOSX wB97M-V def2-TZVPD def2/J DEFGRID3
* xyz 3 1
Sn -1.09 0.16 1.14
O -0.06 2.38 0.47
S 2.30 1.62 -0.57
C 3.69 1.14 0.36
C 4.70 1.99 0.80
C 5.72 1.50 1.59
C 5.74 0.15 1.98
C 4.72 -0.69 1.59
C 3.69 -0.23 0.76
P 2.38 -1.35 0.28
C 2.41 -1.80 -1.46
C 1.40 -2.63 -1.96
C 1.46 -3.04 -3.27
C 2.48 -2.60 -4.10
C 3.47 -1.76 -3.60
C 3.43 -1.33 -2.29
C 2.35 -2.72 1.43
C 2.42 -4.05 0.99
C 2.54 -5.06 1.92
C 2.56 -4.77 3.28
C 2.44 -3.45 3.72
C 2.32 -2.43 2.80
C 2.49 3.29 -1.14
C 3.68 3.76 -1.70
C 3.74 5.06 -2.18
C 2.62 5.88 -2.14
C 1.43 5.40 -1.63
C 1.35 4.10 -1.12
P -0.23 3.63 -0.35
C -1.51 3.35 -1.60
C -2.67 2.76 -1.10
C -3.73 2.50 -1.95
C -3.64 2.83 -3.29
C -2.49 3.42 -3.78
C -1.42 3.69 -2.94
C -0.68 4.99 0.73
C -1.86 5.71 0.59
C -2.19 6.65 1.56
C -1.35 6.86 2.64
C -0.16 6.16 2.75
C 0.18 5.22 1.80
H 4.68 3.03 0.54
H 6.50 2.16 1.93
H 6.55 -0.23 2.57
H 4.74 -1.73 1.89
H 0.59 -2.93 -1.31
H 0.70 -3.70 -3.67
H 2.50 -2.90 -5.14
H 4.29 -1.44 -4.23
H 4.21 -0.69 -1.90
H 2.42 -4.28 -0.07
H 2.63 -6.08 1.59
H 2.66 -5.56 4.00
H 2.45 -3.23 4.78
H 2.21 -1.40 3.13
H 4.54 3.12 -1.78
H 4.67 5.42 -2.61
H 2.68 6.90 -2.51
H 0.55 6.02 -1.61
H -2.73 2.52 -0.05
H -4.63 2.04 -1.56
H -4.47 2.62 -3.95
H -2.43 3.68 -4.83
H -0.53 4.16 -3.34
H -2.51 5.55 -0.26
H -3.11 7.21 1.47
H -1.62 7.57 3.40
H 0.50 6.34 3.59
H 1.10 4.65 1.87
N -2.59 -1.83 -6.18
C -1.47 -1.71 -5.48
O -0.36 -2.06 -5.86
C -1.59 -1.13 -4.09
C -2.56 -1.52 -3.18
C -2.46 -1.06 -1.87
N -1.49 -0.26 -1.46
C -0.58 0.15 -2.35
C -0.59 -0.26 -3.66
H -2.54 -2.19 -7.12
H -3.48 -1.49 -5.86
H -3.36 -2.19 -3.45
H -3.18 -1.36 -1.12
H 0.18 0.83 -1.98
H 0.18 0.05 -4.35
N -3.25 2.68 5.04
N -2.21 1.90 4.78
N -1.30 1.61 5.67
C -0.42 0.89 4.99
N -0.79 0.77 3.72
N -1.94 1.41 3.60
H -3.39 2.85 6.03
H -4.09 2.48 4.50
H 0.46 0.48 5.43
O -2.61 -1.64 1.65
C -1.83 -2.58 1.37
O -0.66 -2.37 0.95
C -2.34 -3.97 1.55
C -3.50 -4.16 2.28
C -3.98 -5.45 2.47
C -3.34 -6.55 1.92
C -2.19 -6.33 1.18
C -1.68 -5.05 0.99
N -1.46 -7.46 0.60
O -0.44 -7.19 0.01
O -1.93 -8.55 0.76
N -5.21 -5.65 3.27
O -5.65 -4.65 3.78
O -5.63 -6.76 3.33
H -4.02 -3.32 2.71
H -3.72 -7.56 2.07
H -0.78 -4.92 0.41
*
```

Calculated values
M, g mol⁻¹: 1107.7
Frontier orbital gap (alpha / beta), eV: 5.480 / 4.540
Energy relative to the best compared isomer or geometry (same formula, charge and spin), kJ/mol: 0.0
DFT total energy, eV: -117504.343
HOMO (alpha / beta), eV: -15.95 / -15.78

=====

The following is a quantum chemistry calculation of C50H42Cl3NO4PPbS as an isolated structure, from the Open Molecules 2025 dataset.

```
! RIJCOSX wB97M-V def2-TZVPD def2/J DEFGRID3
* xyz 1 1
Pb -0.19 -0.87 0.56
Cl -1.81 -1.45 -6.87
C -0.95 -0.94 -5.46
C 0.30 -1.46 -5.20
C 0.98 -1.03 -4.07
Cl 2.55 -1.67 -3.72
C 0.44 -0.09 -3.20
O 1.12 0.24 -2.06
C -0.84 0.40 -3.48
Cl -1.60 1.49 -2.39
C -1.53 0.00 -4.62
H 0.75 -2.19 -5.86
H -2.51 0.40 -4.83
C 3.09 1.13 4.38
C 2.90 2.08 3.39
C 2.93 1.72 2.05
C 3.13 0.40 1.68
C 3.30 -0.56 2.69
C 3.30 -0.20 4.02
P 3.19 -0.26 -0.02
C 4.98 -0.58 -0.19
C 5.95 0.01 0.62
C 7.29 -0.27 0.41
C 7.68 -1.14 -0.60
C 6.72 -1.74 -1.40
C 5.37 -1.46 -1.19
C 3.01 1.25 -1.06
C 3.90 2.32 -0.98
C 3.79 3.41 -1.83
C 2.80 3.43 -2.80
C 1.91 2.38 -2.91
C 2.01 1.31 -2.03
H 3.06 1.41 5.42
H 2.74 3.12 3.66
H 2.80 2.48 1.29
H 3.45 -1.60 2.42
H 3.43 -0.95 4.79
H 5.67 0.68 1.43
H 8.04 0.20 1.04
H 8.73 -1.36 -0.76
H 7.01 -2.43 -2.18
H 4.62 -1.94 -1.80
H 4.71 2.29 -0.26
H 4.50 4.23 -1.75
H 2.73 4.26 -3.49
H 1.15 2.39 -3.68
C -0.33 -0.61 2.79
C -0.29 -0.33 3.97
C -0.18 0.01 5.36
C 0.16 -0.97 6.30
C 0.30 -0.63 7.64
C 0.10 0.68 8.05
C -0.24 1.66 7.12
C -0.38 1.32 5.79
H 0.31 -1.99 5.97
H 0.56 -1.39 8.36
H 0.21 0.94 9.10
H -0.40 2.68 7.44
H -0.64 2.08 5.05
C -4.17 -4.89 -1.34
O -3.54 -4.14 -0.31
C -2.18 -4.24 -0.23
C -1.64 -4.81 0.91
C -0.27 -4.94 1.05
C 0.58 -4.50 0.04
C 0.05 -3.91 -1.09
C -1.33 -3.75 -1.22
N -1.79 -3.07 -2.37
C -2.76 -2.18 -2.59
C -3.58 -1.43 -1.75
C -4.67 -0.75 -2.40
C -5.55 0.00 -1.70
C -5.38 0.14 -0.29
C -4.34 -0.44 0.36
C -3.37 -1.22 -0.34
O -2.35 -1.70 0.26
H -5.23 -4.91 -1.10
H -3.78 -5.91 -1.36
H -4.04 -4.43 -2.33
H -2.32 -5.15 1.67
H 0.14 -5.39 1.95
H 1.65 -4.61 0.13
H 0.70 -3.54 -1.87
H -1.26 -3.30 -3.20
H -2.92 -2.03 -3.65
H -4.78 -0.87 -3.47
H -6.38 0.49 -2.19
H -6.10 0.72 0.27
H -4.20 -0.33 1.43
O -0.87 1.38 0.54
S -0.50 2.41 1.59
C -2.03 3.21 2.11
C -1.56 4.61 2.49
C -0.62 5.11 1.38
C -0.01 3.89 0.66
H -2.46 2.64 2.93
H -2.70 3.19 1.25
H -1.03 4.57 3.44
H -2.42 5.27 2.63
H 0.16 5.75 1.79
H -1.17 5.70 0.65
H 1.08 3.91 0.59
H -0.42 3.72 -0.33
*
```

Calculated values
M, g mol⁻¹: 1097.5
Frontier orbital gap, eV: 7.154
Energy relative to the best compared isomer or geometry (same formula, charge and spin), kJ/mol: 18.1
DFT total energy, eV: -125143.730
HOMO, eV: -10.15